Molecular formula: C6H12BrNS
Method: DFT, wB97M-V/def2-TZVPD

Summary:
* HOMO-LUMO gap: 9.40 eV
* highest occupied orbital energy: -9.18 eV
* SMILES string: [H]/N=C(/C)[C@@H](Br)SC(C)C
* relative energy (zero: lowest compared OMol25 entry of this formula, charge and spin): 0.0 kJ/mol
* maximum force: 3.05 eV/Å

CARTESIAN COORDINATES (ANGSTROEM)
1 H -1.38577 -0.16186 2.88821
2 N -0.44001 -0.42613 3.18468
3 C 0.35338 -0.79288 2.29046
4 C 1.80391 -1.29497 2.52909
5 C 0.01909 -0.83315 0.80015
6 Br -1.42758 -2.35875 0.60307
7 S -0.46425 0.79617 0.32200
8 C -0.21364 0.64361 -1.51087
9 C -1.52670 0.16820 -2.09369
10 C 0.11042 2.05494 -2.03589
11 H 2.31681 -0.66264 1.88988
12 H 2.02383 -1.10707 3.58491
13 H 2.12303 -2.39086 2.41824
14 H 0.87445 -1.16980 0.22821
15 H 0.69635 0.11161 -1.52944
16 H -2.19068 1.06267 -2.23205
17 H -1.41681 -0.20466 -3.06969
18 H -1.89038 -0.68746 -1.54309
19 H -0.07206 2.07045 -3.13624
20 H 1.25936 2.39846 -2.05963
21 H -0.55274 2.78411 -1.52831